1.
Formula: C31H35N5O8PPdS3
Source: the OMol25 dataset
Level of theory: ωB97M-V/def2-TZVPD

<S²>: 0.755
Orbital gap (alpha / beta), eV: 5.921 / 5.903
Energy above the lowest of the compared OMol25 structures with the same formula, charge and spin, kJ/mol: 0.0
Multiplicity: 2

The geometry in XYZ format:
```
84
Properties=species:S:1:pos:R:3:forces:R:3:lowdin_spin:R:1
Pd -0.440 1.345 -0.072 -0.8638 -1.5357 0.6894 0.65
C 1.166 7.053 -0.651 -0.0123 0.0410 -0.0400 0.00
C 1.489 5.927 -1.597 -0.0411 -0.1094 0.0848 0.00
O 1.691 4.730 -0.795 0.5357 -0.2345 0.3383 0.00
P 1.295 3.325 -1.350 -0.9062 0.7972 -1.8605 0.01
S 1.790 1.665 -0.473 0.7297 -0.7845 0.9214 -0.02
S -0.706 3.127 -1.510 0.0194 0.2773 0.0747 0.06
O 1.969 3.365 -2.795 0.1064 0.4066 0.2171 0.00
C 1.841 2.256 -3.716 -0.1167 -0.0683 -0.0859 0.00
C 3.185 1.601 -3.919 0.0251 -0.0210 0.0175 0.00
H 1.008 7.970 -1.221 0.0050 0.0067 0.0134 0.00
H 1.984 7.214 0.050 0.0056 -0.0101 0.0020 0.00
H 0.261 6.827 -0.089 -0.0033 -0.0127 -0.0015 0.00
H 2.408 6.092 -2.157 -0.0065 0.0275 -0.0148 0.00
H 0.678 5.748 -2.305 -0.0275 0.0306 0.0096 0.00
H 1.465 2.689 -4.643 -0.0090 -0.0161 0.0115 0.00
H 1.096 1.551 -3.342 0.0319 0.0041 0.0288 0.00
H 3.902 2.303 -4.345 -0.0004 0.0093 0.0090 0.00
H 3.077 0.757 -4.603 0.0028 0.0119 -0.0109 0.00
H 3.580 1.226 -2.975 -0.0278 -0.0100 -0.0008 0.00
O -3.493 -1.081 1.297 0.0381 -0.0386 -0.0703 0.00
S -3.520 -0.179 0.173 -0.0945 -0.2093 -0.0369 0.00
O -3.383 -0.753 -1.134 -0.0768 0.0667 0.0568 0.00
N -2.482 1.068 0.424 0.1154 0.6522 -0.2158 0.01
C -3.133 2.217 0.808 -0.1307 0.0771 0.2019 0.00
O -2.590 3.233 1.194 0.0312 -0.0213 -0.0474 0.00
C -4.620 2.078 0.675 0.0218 -0.0683 -0.0979 0.00
C -5.577 3.066 0.820 0.0060 -0.0227 0.0485 0.00
C -6.900 2.731 0.560 0.0042 0.0059 0.0105 0.00
C -7.249 1.442 0.162 -0.0150 -0.0193 0.0038 0.00
C -6.286 0.450 0.017 -0.0149 0.0020 0.0672 0.00
C -4.980 0.807 0.284 0.0417 0.0479 -0.0717 0.00
H -5.284 4.064 1.115 0.0000 0.0012 0.0012 0.00
H -7.673 3.483 0.654 0.0003 -0.0012 0.0041 0.00
H -8.286 1.211 -0.044 0.0020 0.0044 -0.0029 0.00
H -6.545 -0.550 -0.302 0.0028 -0.0031 0.0030 0.00
C 0.123 4.639 4.145 -0.0323 0.0239 -0.0230 0.00
N -0.212 3.248 3.876 0.0117 -0.0654 0.0884 0.00
C -0.826 2.486 4.812 -0.0155 -0.0109 -0.0023 0.00
C -1.187 1.212 4.569 0.0065 0.0543 0.0025 0.00
C -0.877 0.690 3.272 -0.0073 -0.1341 -0.1006 0.00
N -0.287 1.436 2.350 0.1489 0.4762 -0.1167 0.02
C 0.023 2.746 2.590 0.0572 0.1185 -0.0043 0.00
O 0.497 3.482 1.741 -0.0309 -0.0340 0.0730 0.01
N -1.152 -0.583 2.975 0.0600 0.0620 0.0094 0.00
H 0.352 4.749 5.204 -0.0192 0.0099 0.0003 0.00
H -0.705 5.295 3.874 0.0065 0.0008 -0.0169 0.00
H 0.987 4.910 3.548 0.0123 -0.0117 0.0126 0.00
H -1.001 2.965 5.766 -0.0185 -0.0029 -0.0016 0.00
H -1.669 0.608 5.321 0.0104 -0.0114 0.0017 0.00
H -1.832 -1.078 3.523 -0.0063 0.0001 -0.0072 0.00
H -1.026 -0.880 2.013 -0.0280 -0.0275 0.0218 0.00
C 5.243 -6.114 -0.828 0.0194 -0.0198 -0.0072 0.00
C 4.200 -5.543 0.093 0.0039 0.0261 -0.0248 0.00
C 4.231 -5.856 1.445 -0.0329 0.0045 0.0415 0.00
C 3.313 -5.294 2.320 0.0388 -0.0220 0.0065 0.00
C 2.324 -4.463 1.834 -0.0689 -0.0484 -0.0679 0.00
C 2.256 -4.163 0.472 -0.0114 -0.0630 0.0621 0.00
N 1.231 -3.300 0.043 0.1145 0.0332 -0.1663 0.00
C 0.341 -3.543 -0.989 -0.0605 -0.1509 0.1723 0.00
C 0.214 -4.816 -1.562 0.0737 0.0644 -0.0045 0.00
C -0.678 -5.041 -2.593 -0.0034 0.0105 -0.0085 0.00
C -1.476 -4.016 -3.089 0.0271 -0.0063 0.0152 0.00
C -1.371 -2.760 -2.522 -0.0055 0.0239 -0.0498 0.00
C -0.483 -2.513 -1.478 -0.0571 -0.0262 0.0184 0.01
C -0.443 -1.151 -0.906 0.2015 0.0986 -0.2359 0.01
O -0.692 -0.162 -1.653 0.2651 0.1380 -0.1316 0.19
O -0.138 -0.952 0.310 0.0072 0.1401 0.1329 0.02
C 3.231 -4.661 -0.405 0.0198 0.1199 0.0630 0.00
C 3.324 -4.197 -1.833 -0.0368 -0.0406 -0.0172 0.00
H 5.800 -6.909 -0.333 0.0035 0.0052 0.0027 0.00
H 5.960 -5.350 -1.139 -0.0059 0.0048 -0.0021 0.00
H 4.800 -6.524 -1.737 -0.0038 -0.0057 0.0084 0.00
H 4.993 -6.530 1.817 -0.0014 -0.0060 0.0015 0.00
H 3.356 -5.523 3.377 0.0011 -0.0049 0.0021 0.00
H 1.575 -4.045 2.497 -0.0086 -0.0152 -0.0065 0.00
H 0.987 -2.525 0.641 0.0301 0.0219 -0.0240 0.00
H 0.809 -5.628 -1.169 0.0381 -0.0218 -0.0036 0.00
H -0.760 -6.039 -3.006 0.0028 0.0026 0.0021 0.00
H -2.178 -4.199 -3.890 0.0011 -0.0050 0.0004 0.00
H -1.991 -1.942 -2.860 0.0009 0.0036 0.0060 0.00
H 2.713 -3.316 -2.008 -0.0406 0.0389 0.0187 0.00
H 3.004 -4.964 -2.543 -0.0285 -0.0142 0.0061 0.00
H 4.358 -3.944 -2.075 -0.0175 -0.0179 -0.0040 0.00
```
Forces are in eV/Å.

***

2.
Formula: C31H36BN7O5S2Ti
Source: the OMol25 dataset
Level of theory: ωB97M-V/def2-TZVPD

<S²>: 0.776
Orbital gap (alpha / beta), eV: 5.206 / 6.505
Energy above the lowest of the compared OMol25 structures with the same formula, charge and spin, kJ/mol: 91.0
Multiplicity: 2
Charge: -1

The geometry in XYZ format:
```
83
Properties=species:S:1:pos:R:3:forces:R:3:lowdin_spin:R:1
Ti -0.225 0.589 0.527 0.5670 0.5783 -1.6221 0.25
N -1.264 -2.722 -0.170 0.1460 -0.1411 0.1614 0.00
C -0.116 -3.372 0.465 -0.2068 0.2481 0.0160 0.00
C 1.168 -2.589 0.267 -0.0660 0.2515 -0.1940 0.00
N 1.173 -1.253 0.873 -0.5253 -0.0418 0.2363 0.00
H -2.075 -3.324 -0.160 -0.0245 -0.0670 0.0073 0.00
H -1.058 -2.457 -1.127 0.0516 0.0251 0.0007 0.00
H 0.072 -4.379 0.078 0.0229 -0.1664 -0.0348 0.00
H -0.324 -3.455 1.533 -0.0298 -0.0230 0.0376 0.00
H 1.338 -2.451 -0.802 0.0445 0.0037 -0.0127 0.00
H 1.988 -3.191 0.660 0.1434 -0.0756 0.0357 0.00
H 1.985 -0.718 0.566 0.1051 0.0176 -0.0483 0.00
H 1.180 -1.304 1.885 0.0318 -0.0744 0.0683 0.00
O 1.582 1.751 3.910 -0.0400 0.0215 0.3299 0.00
C 1.739 1.714 2.704 -0.1005 -0.1998 -0.4972 0.00
O 0.879 1.131 1.912 0.5865 0.4376 1.3757 0.00
C 2.936 2.343 2.046 0.0815 0.0379 -0.1076 0.00
C 3.734 3.102 2.918 -0.0199 -0.0206 -0.0843 0.00
C 4.871 3.754 2.495 0.0034 -0.0084 -0.0452 0.00
C 5.240 3.636 1.153 -0.0444 -0.0305 0.0177 0.00
C 4.477 2.892 0.282 -0.1122 -0.0452 0.0124 0.00
C 3.288 2.223 0.671 -0.0270 0.0196 0.1640 0.00
S 2.417 1.364 -0.588 -0.0082 0.0547 0.2128 0.00
H 3.416 3.156 3.951 -0.0041 -0.0219 -0.0191 0.00
H 5.464 4.335 3.190 0.0078 0.0054 -0.0113 0.00
H 6.132 4.135 0.791 0.0136 -0.0115 -0.0202 0.00
H 4.769 2.798 -0.758 -0.0022 0.0276 0.0250 0.00
N -0.619 4.948 0.742 -0.1313 0.3670 0.0167 0.00
C 0.219 3.921 0.765 0.1880 -0.2465 -0.1525 0.01
N -0.443 2.841 0.402 -0.3632 -0.3560 0.2044 0.02
C -1.719 3.287 0.184 -0.0531 -0.3432 -0.0993 0.03
N -1.874 4.577 0.377 0.1227 0.2549 0.0584 0.06
C -2.681 2.289 -0.201 0.1304 0.0153 -0.0607 0.13
C -3.985 2.552 -0.574 -0.2099 -0.0028 -0.0610 -0.01
N -4.844 1.621 -0.973 0.0726 -0.0186 0.0357 0.19
C -4.317 0.358 -0.994 -0.2052 0.2898 -0.0256 0.05
C -3.044 0.063 -0.632 0.2768 0.0292 0.0843 0.08
N -2.155 1.020 -0.208 -0.2182 -0.1638 0.3017 0.18
H -0.426 5.908 0.959 0.0265 0.0553 0.0102 0.00
H 1.267 3.982 1.022 -0.0759 -0.0387 -0.0168 0.00
H -4.331 3.582 -0.545 0.0035 -0.0632 -0.0068 0.00
H -4.977 -0.434 -1.329 0.0098 -0.0028 0.0075 0.00
H -2.671 -0.949 -0.657 0.0184 0.0276 0.0455 0.00
C 4.638 -1.979 -8.286 -0.1035 0.0602 -0.0931 0.00
C 3.278 -2.559 -7.996 0.0850 0.3588 0.0485 0.00
O 3.102 -3.665 -7.589 -0.0834 -0.2410 0.1033 0.00
S 1.876 -1.388 -8.268 0.1338 -0.0546 0.0868 0.00
C 1.366 -1.165 -6.568 0.0532 -0.0483 0.0387 0.00
C 1.358 0.130 -6.052 -0.0447 -0.0374 0.0878 0.00
C 0.961 0.360 -4.743 0.0360 0.0014 -0.0956 0.00
C 0.585 -0.701 -3.912 -0.0322 0.0465 0.1587 0.00
C 0.610 -1.996 -4.443 0.0121 -0.0177 -0.1207 0.00
C 0.982 -2.230 -5.760 -0.0611 0.0176 0.0913 0.00
C 0.206 -0.452 -2.548 -0.0561 -0.2561 -0.2267 0.01
C -0.078 -0.228 -1.383 0.2812 -0.0168 -0.9413 0.00
H 5.405 -2.751 -8.248 -0.0758 -0.0057 -0.0048 0.00
H 4.841 -1.214 -7.532 -0.0192 -0.0183 -0.0453 0.00
H 4.631 -1.480 -9.256 0.0216 -0.0058 0.0312 0.00
H 1.668 0.955 -6.682 0.0060 -0.0089 0.0321 0.00
H 0.959 1.363 -4.335 0.0129 -0.0329 -0.0341 0.00
H 0.325 -2.827 -3.809 0.0045 0.0009 -0.0188 0.00
H 0.992 -3.238 -6.155 -0.0167 0.0641 0.0198 0.00
C -4.343 -0.277 4.037 -0.1030 0.0061 0.0286 0.00
C -2.832 -0.260 3.911 0.0804 -0.0172 0.0169 0.00
C -2.213 0.602 5.002 0.1077 0.0500 0.0356 0.00
O -2.488 0.348 2.654 0.0130 -0.1015 -0.1552 0.00
B -1.405 -0.321 2.102 -0.4444 -0.4625 0.6445 -0.01
O -1.122 -1.465 2.844 -0.0065 0.1302 -0.0260 0.00
C -2.180 -1.673 3.799 -0.0156 0.0625 -0.0739 0.00
C -3.119 -2.713 3.199 0.0126 -0.0519 -0.1310 0.00
C -1.570 -2.193 5.083 0.0371 -0.0558 0.1221 0.00
H -4.705 0.744 4.174 -0.0067 -0.0260 -0.0086 0.00
H -4.658 -0.874 4.899 0.0091 0.0605 -0.0403 0.00
H -4.806 -0.679 3.136 0.0140 -0.0033 0.0645 0.00
H -2.628 1.608 4.924 0.0199 -0.0330 0.0040 0.00
H -1.131 0.677 4.869 -0.0418 -0.0063 0.0257 0.00
H -2.431 0.209 5.998 0.0038 0.0328 -0.0160 0.00
H -3.524 -2.359 2.247 0.0113 -0.0259 0.0773 0.00
H -3.944 -2.954 3.873 0.0341 -0.0026 -0.0328 0.00
H -2.547 -3.625 3.005 -0.0472 0.0464 0.0107 0.00
H -0.770 -1.539 5.430 -0.0519 -0.0283 -0.0086 0.00
H -1.148 -3.185 4.905 -0.0113 0.0268 0.0284 0.00
H -2.329 -2.277 5.868 0.0458 -0.0115 -0.0294 0.00
```
Forces are in eV/Å.

***

3.
Formula: C31H36BrF9N2O30P
Source: the OMol25 dataset
Level of theory: ωB97M-V/def2-TZVPD

Orbital gap, eV: 7.070
Multiplicity: 1
Charge: -1

The geometry in XYZ format:
```
110
Properties=species:S:1:pos:R:3:forces:R:3:lowdin_charge:R:1
C 5.392 -0.901 -0.489 -1.3638 -1.0951 0.4141 -0.16
C 3.999 -1.486 -1.121 0.8447 2.1911 1.0875 -0.66
Br 4.532 -2.718 -2.592 -0.3114 0.1928 0.6828 0.62
C 3.103 -0.290 -1.754 2.0222 -1.0947 -1.5828 -0.19
N 1.679 -0.626 -1.961 0.7617 3.0496 2.5632 -0.13
F 1.469 -1.565 -2.937 0.0047 -0.9622 -0.1466 -0.04
C 0.921 -0.894 -0.717 -2.1312 -0.5306 -0.8898 -0.29
C -0.558 -0.226 -0.961 -0.0208 0.5689 -0.0696 -0.05
C -1.552 -0.396 0.273 -3.1892 -2.2829 0.7458 -0.34
O -2.540 -1.194 0.224 3.5282 2.8698 -0.3572 0.00
O -1.461 0.360 1.499 0.9042 -1.5483 -1.7131 0.01
C 1.493 -0.192 0.611 3.4355 1.8992 4.9874 -0.56
O 1.297 1.080 0.698 -0.1475 -3.2417 -1.5623 -0.07
O 2.201 -0.804 1.612 -2.8558 1.1332 -5.0067 -0.15
P 0.544 -2.771 -0.464 -0.0583 -2.6711 2.9050 0.76
N 0.334 -3.116 1.096 0.3898 -0.0134 -2.2710 -0.17
O 1.791 -3.781 -1.037 -2.0950 0.8687 0.0059 -0.24
O -0.905 -3.203 -1.273 1.7998 0.5916 0.5529 -0.22
H 5.989 -0.280 -1.233 -0.7975 -0.8346 1.0328 0.07
H 5.062 -0.320 0.449 0.6103 -0.5929 -1.4482 0.08
H 5.955 -1.833 -0.110 -0.5977 1.6679 -0.7181 0.06
H 3.454 -1.973 -0.247 0.6814 0.1568 -1.4844 0.07
H 3.551 -0.128 -2.810 -0.8514 -0.1527 1.5958 0.12
H 3.278 0.717 -1.220 -0.9433 -1.8084 -0.4240 0.14
H -0.418 0.891 -1.245 -0.0033 -2.3874 1.2365 0.11
H -1.007 -0.711 -1.908 0.4648 0.5735 1.8386 0.12
H -0.989 -0.207 2.165 -0.3376 0.5944 -0.9416 0.13
H 1.049 -3.835 1.333 -0.6420 0.9681 0.0984 -0.02
H 1.479 -4.697 -0.823 0.3849 1.0437 -0.2305 0.08
H -1.399 -3.745 -0.614 0.7325 0.6236 -0.2753 0.04
C 0.046 5.112 -2.705 0.6429 0.5791 -0.4518 -0.07
C -0.630 4.825 -1.402 -0.4260 0.2619 0.4228 -0.32
O -1.332 3.627 -1.660 0.6593 -0.0620 -0.2434 0.15
C -0.606 2.980 -2.613 -0.0238 -1.3446 -0.6249 -0.51
O -0.738 1.822 -2.886 -0.1250 1.4380 -0.3553 0.14
O 0.294 3.809 -3.211 -0.4373 -0.3378 0.3722 0.08
F -1.528 5.794 -1.095 -0.0917 0.0942 0.1616 0.07
H -0.598 5.656 -3.403 -0.1371 -0.0197 0.2169 0.14
H 0.976 5.668 -2.579 0.0164 -0.2507 -0.0684 0.14
H 0.055 4.676 -0.562 -0.1621 0.0494 0.0338 0.18
C -3.526 -4.308 2.078 -0.0370 0.8534 -0.1864 -0.08
C -2.877 -5.358 1.239 0.6791 -0.0574 0.0864 -0.32
O -3.018 -6.530 2.019 -0.6772 0.1856 -0.0780 0.14
C -4.155 -6.345 2.747 -0.8229 -0.7598 0.9084 -0.53
O -4.739 -7.222 3.316 0.5199 0.6909 -0.4220 0.16
O -4.549 -5.040 2.743 0.1650 -0.8331 -0.1096 0.08
F -1.560 -5.097 1.081 -0.0712 -0.3359 -0.2977 0.05
H -2.846 -3.878 2.818 0.1540 -0.1392 -0.2067 0.16
H -3.945 -3.504 1.480 0.0970 -0.3966 0.0331 0.11
H -3.346 -5.509 0.262 0.1444 -0.0484 -0.0210 0.18
C 3.379 -3.516 4.723 0.0970 0.4239 0.9235 -0.07
C 2.778 -4.602 3.889 -0.7900 0.0729 -0.2824 -0.33
O 3.156 -4.246 2.576 0.6507 -0.1691 0.5558 0.12
C 4.333 -3.573 2.706 0.8366 0.7440 -1.3148 -0.52
O 5.083 -3.353 1.802 -0.5610 -0.2225 0.7982 0.16
O 4.553 -3.188 3.995 -0.1188 -0.3463 -0.4839 0.07
F 1.426 -4.586 3.968 -0.0590 -0.2589 0.0383 0.07
H 2.736 -2.634 4.793 -0.1384 -0.1889 -0.2092 0.15
H 3.624 -3.853 5.732 0.1983 0.0370 -0.1475 0.14
H 3.150 -5.605 4.120 -0.1844 -0.0215 -0.0241 0.17
C -5.523 0.071 3.078 0.5101 0.9399 -0.3898 -0.06
C -5.893 -1.326 2.698 0.4265 -0.3602 -0.0451 -0.31
O -6.363 -1.877 3.912 -0.3558 0.5868 -0.1658 0.14
C -6.872 -0.826 4.615 -0.8075 0.1390 1.3276 -0.53
O -7.593 -0.938 5.563 0.6471 0.0818 -0.7596 0.16
O -6.466 0.368 4.100 -0.3033 -0.6919 0.1899 0.08
F -4.808 -2.025 2.297 -0.3655 0.3184 0.0755 0.06
H -4.511 0.146 3.485 -0.0306 -0.2920 -0.0998 0.15
H -5.616 0.765 2.244 -0.0705 -0.0272 0.3188 0.12
H -6.676 -1.392 1.937 0.1263 -0.1295 -0.0291 0.17
C 6.064 3.006 1.852 -0.3179 0.0385 0.9854 -0.06
C 7.267 2.818 0.984 0.4019 -0.6914 0.0066 -0.33
O 6.718 2.719 -0.315 -0.2789 0.7230 0.2704 0.13
C 5.572 3.456 -0.277 -1.1278 0.3580 -0.9326 -0.54
O 4.979 3.826 -1.253 0.5920 -0.2647 0.8284 0.15
O 5.186 3.726 0.999 0.3209 -0.0593 -0.8129 0.08
F 7.900 1.656 1.274 0.2210 0.0471 -0.0330 0.08
H 5.598 2.058 2.137 0.1843 -0.0519 -0.1539 0.15
H 6.287 3.574 2.756 -0.1494 0.1130 -0.1804 0.14
H 7.981 3.647 1.019 0.0883 -0.1567 -0.0247 0.17
C -3.715 -1.603 -3.996 0.6857 0.6473 -0.4398 -0.06
C -4.394 -1.872 -2.692 -0.1586 0.2203 0.4509 -0.31
O -5.102 -3.072 -2.936 0.5564 -0.0603 -0.2073 0.13
C -4.375 -3.733 -3.881 0.0398 -1.4255 -0.6657 -0.53
O -4.511 -4.893 -4.143 0.0348 0.9966 0.1994 0.16
O -3.470 -2.914 -4.486 -0.5595 -0.3825 0.4272 0.08
F -5.293 -0.893 -2.400 -0.1972 0.1182 0.1920 0.06
H -4.354 -1.064 -4.702 -0.1326 -0.0272 0.1945 0.15
H -2.783 -1.048 -3.873 0.0169 -0.2373 -0.0518 0.14
H -3.710 -2.013 -1.850 -0.1254 0.2276 0.0835 0.15
C -7.322 1.757 -1.699 0.6698 -0.0994 -0.8999 -0.06
C -7.672 1.110 -0.399 0.2360 0.0465 0.4563 -0.32
O -8.745 1.896 0.076 -0.0649 -0.2650 -0.6318 0.14
C -9.364 2.377 -1.039 -1.4233 0.8465 -0.2564 -0.53
O -10.459 2.856 -1.046 0.9793 -0.3685 0.0232 0.17
O -8.582 2.238 -2.147 -0.3720 -0.0465 0.6249 0.08
F -6.646 1.203 0.480 0.0016 -0.1121 0.0859 0.07
H -6.634 2.598 -1.581 -0.0272 -0.1191 0.2528 0.15
H -6.894 1.052 -2.414 -0.2039 0.0975 -0.0136 0.13
H -7.990 0.067 -0.487 0.1345 0.0213 0.1419 0.18
C 6.822 6.484 -2.314 -0.7945 -0.4244 -0.6650 -0.06
C 7.114 7.200 -1.036 -0.0735 -0.2400 0.5493 -0.32
O 8.526 7.200 -0.981 -0.2426 0.2633 -0.5524 0.14
C 8.939 7.192 -2.281 1.4367 0.1230 -0.8214 -0.53
O 10.051 7.458 -2.634 -0.9458 -0.2655 0.3515 0.17
O 7.929 6.850 -3.129 0.5154 0.3453 0.5560 0.08
F 6.638 6.505 0.024 -0.0415 0.0621 0.2921 0.08
H 6.803 5.398 -2.194 -0.0488 0.1166 0.2086 0.14
H 5.882 6.804 -2.764 0.1995 -0.0049 -0.1062 0.15
H 6.744 8.229 -1.001 -0.0227 -0.0891 0.1961 0.18
```
Forces are in eV/Å.

***

| no. | M (u) | F_max (eV Å⁻¹) |
| --- | --- | --- |
| 1 | 839.24 | 2.22 |
| 2 | 709.49 | 1.81 |
| 3 | 1198.47 | 6.35 |